Formula: C50H128N12O18
Source: OMol25
Level of theory: the ωB97M-V functional and the def2-TZVPD basis

Relative energy (zero: lowest compared OMol25 entry of this formula, charge and spin) = 9.4 kcal/mol
Spin multiplicity = 1
Frontier orbital gap = 9.10 eV
SMILES string = COCCNCCOC.COCCNCCOC.COCCNCCOC.COCCNCCOC.COCCNCCOC.COCCNCCOC.COCCNCCOC.COCCNCCOC.NC(N)=O.NC(N)=O
Energy = -108651.7262 eV

Element x y z (Å)
C 1.24 2.68 3.79
O 1.68 1.42 4.17
C 1.39 1.08 5.47
C -0.07 0.86 5.86
N -0.79 -0.18 5.13
C -2.19 -0.28 5.47
C -3.15 0.91 5.23
O -3.25 1.16 3.84
C -4.31 2.08 3.56
H 0.14 2.72 3.80
H 1.55 2.75 2.74
H 1.67 3.48 4.40
H 1.73 1.73 6.28
H 1.95 0.15 5.53
H -0.60 1.83 5.77
H -0.05 0.62 6.94
H -0.74 0.06 4.14
H -2.16 -0.45 6.55
H -2.57 -1.18 4.99
H -2.69 1.79 5.72
H -4.14 0.76 5.71
H -4.08 3.09 3.93
H -5.21 1.71 4.08
H -4.53 2.08 2.49
C 12.34 2.08 3.06
O 10.93 1.76 3.08
C 10.42 1.99 4.36
C 8.93 2.17 4.32
N 8.25 0.93 4.06
C 6.82 1.00 3.90
C 6.21 -0.37 3.77
O 4.84 -0.41 3.63
C 4.32 0.29 2.54
H 12.80 1.53 3.90
H 12.56 3.15 3.15
H 12.72 1.67 2.13
H 10.87 2.94 4.68
H 10.66 1.22 5.11
H 8.68 2.93 3.55
H 8.60 2.52 5.31
H 8.70 0.46 3.28
H 6.43 1.67 3.09
H 6.49 1.36 4.88
H 6.56 -0.98 4.60
H 6.59 -0.78 2.81
H 3.25 0.09 2.54
H 4.80 0.03 1.57
H 4.45 1.36 2.74
C -3.26 3.40 -0.57
O -2.93 4.10 0.54
C -1.59 4.06 0.87
C -0.68 4.65 -0.15
N -0.88 6.08 -0.50
C -0.42 6.98 0.53
C -0.87 8.42 0.33
O -2.10 8.77 0.83
C -3.24 8.22 0.21
H -4.33 3.38 -0.61
H -2.86 2.37 -0.60
H -2.91 3.95 -1.46
H -1.25 3.04 1.11
H -1.52 4.64 1.79
H -0.83 4.12 -1.08
H 0.35 4.45 0.18
H -1.90 6.13 -0.53
H 0.67 7.00 0.42
H -0.70 6.64 1.56
H -0.69 8.57 -0.73
H -0.19 9.07 0.88
H -3.11 8.22 -0.89
H -4.09 8.83 0.52
H -3.41 7.19 0.57
C -1.94 -3.19 -2.31
O -1.50 -4.51 -1.97
C -1.13 -5.34 -3.01
C -0.29 -6.47 -2.47
N -1.16 -7.41 -1.69
C -0.52 -8.41 -0.89
C -0.06 -8.03 0.54
O -1.25 -7.74 1.33
C -1.00 -7.36 2.62
H -2.85 -3.28 -2.93
H -1.17 -2.65 -2.90
H -2.18 -2.63 -1.41
H -0.46 -4.75 -3.69
H -2.00 -5.66 -3.62
H 0.60 -6.08 -1.96
H 0.08 -7.00 -3.36
H -1.80 -6.84 -1.14
H 0.36 -8.66 -1.50
H -1.14 -9.31 -0.77
H 0.60 -7.14 0.48
H 0.51 -8.87 0.97
H -0.11 -6.72 2.69
H -0.86 -8.25 3.26
H -1.86 -6.79 2.99
C -10.89 1.66 -4.62
O -9.63 1.99 -5.01
C -8.71 0.93 -4.87
C -8.16 0.66 -3.47
N -7.19 1.59 -3.03
C -6.71 1.37 -1.63
C -5.75 0.19 -1.58
O -5.20 0.16 -0.27
C -4.11 -0.83 -0.26
H -11.27 2.63 -4.32
H -10.92 1.01 -3.75
H -11.53 1.29 -5.43
H -7.94 1.20 -5.60
H -9.18 -0.02 -5.19
H -7.81 -0.38 -3.40
H -9.06 0.76 -2.82
H -7.61 2.51 -3.11
H -7.57 1.14 -0.96
H -6.22 2.26 -1.26
H -4.94 0.27 -2.33
H -6.31 -0.75 -1.73
H -4.42 -1.89 -0.35
H -3.71 -0.66 0.74
H -3.37 -0.55 -1.03
C -0.22 -2.84 -7.06
O -0.01 -1.62 -6.26
C 1.29 -1.55 -5.76
C 1.26 -0.77 -4.48
N 2.45 -1.03 -3.66
C 2.30 -0.83 -2.25
C 3.25 -1.65 -1.45
O 3.32 -3.04 -1.88
C 2.19 -3.85 -1.53
H -0.17 -3.74 -6.42
H 0.52 -2.97 -7.87
H -1.22 -2.79 -7.51
H 2.01 -1.09 -6.46
H 1.66 -2.58 -5.52
H 0.31 -1.05 -3.97
H 1.21 0.30 -4.70
H 2.71 -2.01 -3.77
H 1.23 -0.93 -1.97
H 2.58 0.20 -1.99
H 3.04 -1.52 -0.37
H 4.22 -1.22 -1.69
H 2.54 -4.83 -1.84
H 1.22 -3.65 -2.01
H 2.13 -3.84 -0.43
C -4.84 -7.93 0.22
O -5.47 -6.70 0.11
C -5.25 -5.79 1.18
C -3.92 -5.06 0.97
N -3.69 -4.14 2.13
C -2.43 -3.29 1.91
C -1.12 -4.01 2.03
O -0.07 -3.16 1.65
C 1.14 -3.37 2.23
H -5.20 -8.49 1.12
H -3.75 -7.86 0.21
H -5.12 -8.49 -0.67
H -5.07 -6.32 2.14
H -6.13 -5.15 1.28
H -3.92 -4.43 0.06
H -3.15 -5.84 0.82
H -3.78 -4.47 3.10
H -2.43 -2.48 2.64
H -2.57 -2.86 0.91
H -1.24 -4.86 1.34
H -1.02 -4.38 3.06
H 1.89 -2.73 1.74
H 1.41 -4.42 2.09
H 1.14 -3.15 3.31
C 5.43 4.17 1.81
O 5.13 3.32 0.74
C 3.69 3.35 0.36
C 3.50 2.74 -0.96
N 4.09 3.51 -2.09
C 3.77 2.90 -3.44
C 3.94 3.84 -4.59
O 5.16 3.76 -5.30
C 6.25 4.20 -4.49
H 5.24 5.24 1.62
H 6.51 4.09 1.97
H 4.92 3.89 2.75
H 3.32 4.40 0.38
H 3.10 2.70 1.04
H 2.42 2.66 -1.09
H 3.86 1.69 -0.94
H 5.04 3.76 -1.86
H 2.69 2.74 -3.35
H 4.20 1.95 -3.80
H 3.74 4.90 -4.31
H 3.18 3.49 -5.32
H 6.22 5.24 -4.13
H 7.09 4.10 -5.17
H 6.43 3.52 -3.64
N -0.04 2.25 -2.99
C -1.30 1.60 -3.13
N -2.24 2.28 -3.95
O -1.53 0.47 -2.64
H 0.48 1.96 -2.17
H 0.06 3.23 -3.21
H -1.99 3.08 -4.51
H -3.04 1.73 -4.24
N -0.85 -0.18 -0.04
C 0.19 0.50 0.68
N 0.39 0.02 2.02
O 0.79 1.50 0.24
H -1.16 -1.08 0.32
H -0.95 0.03 -1.04
H 1.04 0.47 2.65
H -0.01 -0.88 2.25